[1]
Computed, not measured: C2H7BrNOPS2 in the gas phase in a non-equilibrium geometry, with the ωB97M-V functional and the def2-TZVPD basis.

```
15
C2H7BrNOPS2 (the ωB97M-V functional and the def2-TZVPD basis)
C 0.78 1.67 -0.81
N -0.32 1.03 -0.21
S -1.75 1.22 -0.88
Br -1.83 -0.34 -2.42
P -0.04 -0.15 1.18
C 0.55 -1.64 0.31
O -1.60 -0.57 1.60
S 0.99 0.43 2.74
H 0.83 2.71 -0.79
H 1.66 1.08 -0.17
H 0.80 1.43 -1.86
H 0.42 -2.61 0.68
H 0.05 -1.54 -0.74
H 1.63 -1.51 0.20
H -2.15 -1.22 1.17
```

Results
E_HOMO: -8.96 eV
Structure (SMILES): CN(SBr)[P@](C)(O)=S
Orbital gap: 8.87 eV

[2]
Computed, not measured: C2H7ClNOPS in the gas phase in a non-equilibrium geometry, with the ωB97M-V functional and the def2-TZVPD basis.

```
14
C2H7ClNOPS (the ωB97M-V functional and the def2-TZVPD basis)
C -1.02 -1.07 -0.56
N -0.21 -0.10 0.18
C -0.93 0.59 1.26
P 1.33 0.28 -0.11
O 1.29 0.69 -1.67
S 2.15 1.64 1.09
Cl 2.38 -1.38 -0.30
H -1.78 -0.73 -1.36
H -0.48 -1.79 -1.03
H -1.69 -1.63 0.18
H -0.08 1.00 1.85
H -1.45 1.54 0.80
H -1.58 -0.13 1.70
H 2.07 1.10 -2.04
```

Results
E_HOMO: -9.01 eV
Structure (SMILES): CN(C)[P@@](O)(=S)Cl
Orbital gap: 9.63 eV

[3]
Computed, not measured: 2 unconnected molecules or ions with the total composition C2H7ClNOPS in a non-equilibrium geometry, with the ωB97M-V functional and the def2-TZVPD basis.

```
14
C2H7ClNOPS (the ωB97M-V functional and the def2-TZVPD basis)
C -0.51 1.03 -1.62
C -0.94 -0.91 -0.21
N -0.18 0.31 -0.57
O -0.40 -0.07 2.50
P 1.58 0.74 0.10
S 2.25 -1.06 0.68
Cl 2.60 1.05 -1.61
H 0.07 1.88 -1.99
H -1.38 0.90 -2.31
H -0.19 0.02 3.44
H -1.89 -0.84 -0.65
H -0.44 -1.86 -0.59
H -1.05 -0.83 0.83
H 0.48 -0.36 2.01
```

Results
E_HOMO: -8.05 eV
Orbital gap: 7.14 eV

[4]
Computed, not measured: C2H7ClNOPS in the gas phase in a non-equilibrium geometry, with the ωB97M-V functional and the def2-TZVPD basis.

```
14
C2H7ClNOPS (the ωB97M-V functional and the def2-TZVPD basis)
C 1.78 -0.36 0.90
C 0.25 -0.52 0.93
N -0.48 -0.69 -0.32
P -1.02 0.84 -1.34
O -2.59 0.46 -1.33
S -0.31 1.08 -3.16
Cl -0.99 2.39 -0.11
H 2.25 -1.44 0.73
H 2.14 0.44 0.36
H 2.03 -0.18 1.89
H 0.10 -1.53 1.42
H -0.27 0.34 1.48
H -0.02 -1.19 -1.03
H -2.86 0.36 -0.43
```

Results
E_HOMO: -9.16 eV
Structure (SMILES): CCN[P@](O)(=S)Cl
Orbital gap: 9.56 eV

[5]
Computed, not measured: C2H7ClOSi in the gas phase in a non-equilibrium geometry, with the ωB97M-V functional and the def2-TZVPD basis.

```
12
C2H7ClOSi (the ωB97M-V functional and the def2-TZVPD basis)
C -0.25 1.40 0.97
Si 0.34 -0.09 0.02
C -0.85 -1.08 -1.09
O 1.16 -1.15 0.85
Cl 2.04 0.93 -1.38
H -1.33 1.34 0.94
H 0.22 1.32 1.97
H -0.04 2.35 0.32
H -1.23 -0.69 -2.06
H -0.42 -2.02 -1.12
H -1.71 -1.21 -0.35
H 2.07 -1.10 0.92
```

Results
E_HOMO: -10.19 eV
Structure (SMILES): C[Si](C)(O)Cl
Orbital gap: 10.72 eV

[6]
Computed, not measured: 2 unconnected molecules or ions with the total composition C2H7ClOSi in a non-equilibrium geometry, with the ωB97M-V functional and the def2-TZVPD basis.

```
12
C2H7ClOSi (the ωB97M-V functional and the def2-TZVPD basis)
C -1.41 -1.85 -0.54
C 2.24 1.24 -0.13
O -1.41 -0.70 0.27
Si -0.89 0.81 0.19
Cl 2.97 -0.14 0.53
H -0.97 -1.49 -1.42
H -2.45 -2.33 -0.58
H -0.74 -2.66 -0.22
H 2.44 1.44 -1.26
H 2.23 2.04 0.51
H -1.21 1.46 1.40
H -1.32 1.36 -1.17
```

Results
E_HOMO (alpha / beta): -7.90 / -7.07 eV
Orbital gap (alpha / beta): 7.92 / 7.17 eV